# C36H30BrILaN5O8P2S2

C36H30BrILaN5O8P2S2 as an isolated structure (ωB97M-V/def2-TZVPD, OMol25).

Atoms and positions in Å:
La1 -0.53626 -0.10990 0.51879
C1 3.24403 -1.30328 -2.45420
C2 2.52660 -0.88122 -1.24089
O1 1.08936 -0.62543 -1.55583
C3 3.22001 0.42534 -0.68330
C4 4.59347 0.37686 -0.57376
C5 5.28140 1.34845 0.09912
C6 4.69928 2.46034 0.56532
C7 3.29923 2.53935 0.48384
C8 2.53261 1.50700 -0.09098
O2 1.26125 1.56198 0.04927
H1 2.72044 -2.00914 -3.11341
H2 4.24209 -1.71439 -2.37830
H3 3.37095 -0.40330 -3.07734
H4 5.09725 -0.58013 -0.90152
H5 6.35408 1.32285 0.28285
H6 5.28381 3.18959 1.14336
H7 2.73190 3.46563 0.81545
S1 -2.53541 0.90630 -1.94501
C9 -1.88541 -0.20657 -3.15122
C10 -2.85803 -0.96617 -3.88888
C11 -2.55907 -1.84035 -4.89366
C12 -3.58376 -2.53327 -5.63528
N1 -4.40335 -3.07163 -6.25079
C13 -1.19496 -2.07306 -5.18831
C14 -0.20783 -1.35895 -4.53468
C15 -0.53435 -0.46016 -3.54131
S2 0.82646 0.47908 -2.81674
C16 -0.79952 -3.11523 -6.10896
N2 -0.29025 -3.92903 -6.76974
H8 -3.90164 -0.86549 -3.66143
H9 0.82680 -1.37258 -4.82594
C17 4.15462 -3.61944 0.21118
C18 4.61667 -2.85606 1.37413
C19 3.93033 -1.78519 1.86063
C20 2.71325 -1.45701 1.26368
C21 2.29955 -2.02639 -0.07130
C22 3.06612 -3.27355 -0.48416
N3 1.86314 -0.64568 1.93778
N4 2.38958 0.03102 2.95673
C23 1.45436 0.57304 3.76885
C24 1.70982 1.82458 4.35293
C25 0.70153 2.40587 5.10978
C26 -0.50282 1.77216 5.22927
C27 -0.74225 0.46648 4.77063
C28 0.26713 -0.11181 3.99853
H10 4.72884 -4.49091 -0.14596
H11 5.49282 -3.15774 2.00559
H12 4.20509 -1.29192 2.83921
H13 1.22304 -2.26048 -0.21427
H14 2.66203 -3.85699 -1.37038
H15 2.62241 2.32953 4.18968
H16 0.82963 3.40417 5.52612
H17 -1.28507 2.30149 5.74654
H18 -1.67319 -0.02355 5.02276
N5 -1.28200 -2.51545 1.90563
C29 -2.68531 -2.55440 1.37138
C30 -3.44333 -3.78316 1.80229
P1 -2.43653 -2.85492 -0.45531
O3 -3.67538 -2.25301 -1.22659
O4 -2.33531 -4.32457 -0.55698
O5 -1.30444 -1.95276 -0.82202
P2 -3.49753 -0.98364 1.87812
O6 -4.91069 -1.07969 1.12431
O7 -3.55146 -0.94838 3.34439
O8 -2.71642 0.13751 1.16481
H19 -0.73907 -3.27816 1.46877
H20 -1.32920 -2.69963 2.88043
H21 0.29087 -1.03606 3.63572
H22 -2.89974 -4.67966 1.61947
H23 -4.45033 -3.79220 1.36375
H24 -3.56533 -3.66930 2.87201
H25 -3.36999 -1.37683 -1.55313
H26 -4.68324 -1.12750 0.18375
Br1 -0.19160 7.86495 -0.10035
C31 -1.72641 6.73066 -0.18707
C32 -3.05345 7.20277 -0.16781
C33 -4.08470 6.33147 -0.45428
C34 -3.87088 4.98018 -0.92953
C35 -2.55431 4.53176 -0.84821
C36 -1.48748 5.41253 -0.60033
I1 0.37608 4.55011 -0.78660
H27 -3.38766 8.18983 0.15629
H28 -5.04824 6.73629 -0.33466
H29 -4.68855 4.33779 -1.25632
H30 -2.33617 3.48833 -1.04637

Properties
Multiplicity: 1
Total charge: -2
M (g/mol): 1132.46

The Löwdin scheme yields these atomic charges, measured in e: atom 1 (La): 2.050, atom 2 (C): -0.089, atom 3 (C): -0.390, atom 4 (O): -0.603, atom 5 (C): -0.112, atom 6 (C): -0.061, atom 7 (C): -0.160, atom 8 (C): -0.125, atom 9 (C): -0.039, atom 10 (C): -0.464, atom 11 (O): -0.392, atom 12 (H): 0.091, atom 13 (H): 0.080, atom 14 (H): 0.077, atom 15 (H): 0.129, atom 16 (H): 0.091, atom 17 (H): 0.100, atom 18 (H): 0.081, atom 19 (S): 0.555, atom 20 (C): -0.672, atom 21 (C): -0.089, atom 22 (C): -0.186, atom 23 (C): -0.163, atom 24 (N): 0.151, atom 25 (C): -0.191, atom 26 (C): -0.049, atom 27 (C): -0.461, atom 28 (S): 1.018, atom 29 (C): -0.183, atom 30 (N): 0.131, atom 31 (H): 0.105, atom 32 (H): 0.110, atom 33 (C): -0.125, atom 34 (C): -0.120, atom 35 (C): -0.073, atom 36 (C): -0.286, atom 37 (C): -0.146, atom 38 (C): -0.079, atom 39 (N): -0.040, atom 40 (N): 0.005, atom 41 (C): -0.331, atom 42 (C): -0.029, atom 43 (C): -0.125, atom 44 (C): -0.142, atom 45 (C): -0.061, atom 46 (C): -0.077, atom 47 (H): 0.093, atom 48 (H): 0.088, atom 49 (H): 0.121, atom 50 (H): 0.109, atom 51 (H): 0.133, atom 52 (H): 0.086, atom 53 (H): 0.094, atom 54 (H): 0.082, atom 55 (H): 0.089, atom 56 (N): -0.021, atom 57 (C): -0.593, atom 58 (C): -0.119, atom 59 (P): 0.265, atom 60 (O): -0.156, atom 61 (O): -0.292, atom 62 (O): -0.481, atom 63 (P): 0.292, atom 64 (O): -0.136, atom 65 (O): -0.292, atom 66 (O): -0.576, atom 67 (H): 0.094, atom 68 (H): 0.067, atom 69 (H): 0.032, atom 70 (H): 0.059, atom 71 (H): 0.092, atom 72 (H): 0.069, atom 73 (H): -0.009, atom 74 (H): 0.041, atom 75 (Br): 0.635, atom 76 (C): -0.714, atom 77 (C): -0.147, atom 78 (C): -0.095, atom 79 (C): -0.038, atom 80 (C): -0.173, atom 81 (C): -0.772, atom 82 (I): 1.064, atom 83 (H): 0.101, atom 84 (H): 0.074, atom 85 (H): 0.105, atom 86 (H): 0.014

# C24H26IN5NiO2

C24H26IN5NiO2 as an isolated structure (ωB97M-V/def2-TZVPD, OMol25).

Atoms and positions in Å:
Ni1 -1.01324 -1.39913 0.16727
C1 3.20380 -2.46557 0.25833
C2 1.85208 -2.35588 0.50587
N1 1.04409 -1.59359 -0.23891
C3 1.56497 -0.89256 -1.24187
C4 2.92637 -0.90775 -1.54206
C5 3.74612 -1.73149 -0.78796
C6 3.47278 -0.10974 -2.65358
C7 3.16287 1.13729 -3.01342
C8 2.24806 2.07722 -2.33870
C9 1.72444 3.16366 -3.03151
C10 0.86991 4.00096 -2.33760
N2 0.54369 3.79431 -1.06545
C11 1.10729 2.73350 -0.49289
N3 1.95001 1.87906 -1.05281
H1 3.81956 -3.10416 0.87572
H2 1.37874 -2.88827 1.32104
H3 0.84500 -0.30767 -1.79973
H4 4.80576 -1.79099 -1.00640
H5 4.22506 -0.61758 -3.25028
H6 3.64408 1.52980 -3.90262
H7 1.97233 3.34343 -4.06873
H8 0.42457 4.86401 -2.82097
H9 0.86276 2.54913 0.54626
N4 -5.24597 -2.75560 0.23968
C12 -3.89840 -2.79976 0.20379
O1 -3.22750 -1.78576 0.14601
C13 -3.32255 -4.20423 0.27082
I1 -1.26335 -4.25157 -0.17733
H10 -5.69401 -1.85457 0.23540
H11 -5.80858 -3.58476 0.28684
H12 -3.82528 -4.85712 -0.43825
H13 -3.45274 -4.60367 1.27405
C14 -1.04375 -1.29740 2.20514
C15 -0.05387 -0.35632 2.75068
C16 1.13606 -0.79242 3.35362
C17 2.08605 0.09392 3.82294
C18 1.86954 1.46683 3.71974
C19 0.68272 1.92786 3.14789
C20 -0.25039 1.03258 2.66893
C21 2.85201 2.38602 4.21465
N5 3.64477 3.11785 4.61529
H14 -2.05837 -0.93584 2.39778
H15 -0.93476 -2.28033 2.67650
H16 1.30475 -1.85564 3.47791
H17 2.99459 -0.27109 4.28424
H18 0.50210 2.99361 3.07862
H19 -1.15870 1.40560 2.21129
C22 -1.98780 1.36541 -2.81346
C23 -2.31024 0.59027 -1.54233
C24 -2.89308 1.50511 -0.47123
O2 -1.14420 -0.02693 -1.08392
H20 -2.88463 1.80406 -3.26004
H21 -1.52710 0.69960 -3.54564
H22 -1.28548 2.17248 -2.59372
H23 -3.08024 -0.15911 -1.79220
H24 -2.16204 2.27090 -0.19932
H25 -3.13872 0.92457 0.42108
H26 -3.80195 2.00746 -0.81446

Properties
Multiplicity: 3
M (g/mol): 602.10

The natural (NBO) scheme yields these atomic charges, measured in e: atom 1 (Ni): 1.347, atom 2 (C): -0.202, atom 3 (C): 0.020, atom 4 (N): -0.536, atom 5 (C): 0.107, atom 6 (C): -0.110, atom 7 (C): -0.156, atom 8 (C): -0.141, atom 9 (C): -0.211, atom 10 (C): 0.189, atom 11 (C): -0.285, atom 12 (C): 0.074, atom 13 (N): -0.449, atom 14 (C): 0.277, atom 15 (N): -0.450, atom 16 (H): 0.216, atom 17 (H): 0.206, atom 18 (H): 0.258, atom 19 (H): 0.218, atom 20 (H): 0.210, atom 21 (H): 0.212, atom 22 (H): 0.221, atom 23 (H): 0.197, atom 24 (H): 0.192, atom 25 (N): -0.799, atom 26 (C): 0.670, atom 27 (O): -0.633, atom 28 (C): -0.649, atom 29 (I): 0.198, atom 30 (H): 0.420, atom 31 (H): 0.401, atom 32 (H): 0.247, atom 33 (H): 0.257, atom 34 (C): -0.947, atom 35 (C): 0.024, atom 36 (C): -0.250, atom 37 (C): -0.147, atom 38 (C): -0.238, atom 39 (C): -0.164, atom 40 (C): -0.197, atom 41 (C): 0.295, atom 42 (N): -0.346, atom 43 (H): 0.207, atom 44 (H): 0.189, atom 45 (H): 0.199, atom 46 (H): 0.218, atom 47 (H): 0.221, atom 48 (H): 0.210, atom 49 (C): -0.619, atom 50 (C): 0.109, atom 51 (C): -0.628, atom 52 (O): -0.985, atom 53 (H): 0.196, atom 54 (H): 0.203, atom 55 (H): 0.199, atom 56 (H): 0.129, atom 57 (H): 0.207, atom 58 (H): 0.203, atom 59 (H): 0.195

Ordered E_tot results: -6648.2977 -3160.3939; unit Eh.
Ordered ΔE to the lowest compared entry with this formula, charge and spin results: 1.979 0.000; unit eV.